Entry 1:
A 2-piece molecular cluster, C5H12NO overall, computed with the ωB97M-V functional and the def2-TZVPD basis.

Results
Energy: -8905.57363 eV
E_HOMO: -12.96 eV
Total charge: +1
Multiplicity: 1
ΔE to the lowest compared entry with this formula, charge and spin: 487.8 kJ/mol

XYZ file:
```
19
Properties=species:S:1:pos:R:3:forces:R:3:mulliken_charge:R:1
C -1.2264 1.2699 2.6460 1.197 0.654 3.671 -1.18
C -1.6599 0.9933 1.2471 -1.076 -1.870 -0.400 -0.05
C -1.1595 -0.3770 0.8710 0.408 -0.860 1.445 -0.41
C -0.4351 -0.7316 -0.2312 -0.423 -0.226 -2.640 -0.43
N 0.8947 -1.1112 -0.1810 -0.477 -2.744 4.490 -0.08
C 1.7509 -1.1189 -1.1203 1.654 1.895 -0.672 -0.31
H -1.1996 2.3414 2.9291 0.062 -0.181 -1.007 0.34
H -0.1959 0.9214 3.0521 -1.575 0.154 -1.298 0.30
H -1.9464 0.9651 3.4151 0.054 -0.706 -0.360 0.34
H -1.2366 1.7169 0.6341 0.606 1.061 -1.577 0.35
H -2.7313 1.0164 1.1449 -0.643 0.368 0.191 0.32
H -1.3033 -1.2012 1.6106 1.264 1.079 0.587 0.42
H -0.8973 -1.0128 -1.2064 0.439 2.147 0.022 0.35
H 1.2012 -1.4071 0.8626 -0.396 0.769 -2.767 0.39
H 1.7328 -0.5095 -2.0113 -1.692 -0.319 -0.703 0.36
H 2.7998 -1.1918 -0.9458 0.527 -1.157 1.069 0.30
H 1.1842 -0.6961 -4.3268 1.604 1.118 -0.087 0.34
H 2.6989 -0.0061 -4.1120 -1.657 -0.436 -0.574 0.35
O 1.7289 0.1389 -4.2780 0.123 -0.747 0.610 -0.68
```
Positions in Å, forces in eV/Å.



Entry 2:
The molecule C6H7N3S, computed with the ωB97M-V functional and the def2-TZVPD basis.

Results
Energy: -21635.97935 eV
E_HOMO: -7.96 eV
Total charge: 0
Multiplicity: 1
ΔE to the lowest compared entry with this formula, charge and spin: 377.9 kJ/mol

XYZ file:
```
17
Properties=species:S:1:pos:R:3:forces:R:3:mulliken_charge:R:1
C 0.3585 1.2026 -0.8557 2.497 -1.965 1.584 -0.26
C -1.0674 1.2618 -0.7916 -0.272 2.522 -1.849 -0.45
C 2.4433 0.8051 0.7579 1.507 1.902 0.372 -0.40
C 1.0288 1.0149 0.5320 -2.645 0.742 2.933 0.11
C 0.5547 -0.2267 -0.1219 -2.859 -1.497 -1.693 0.15
C -2.0183 -1.9764 0.3042 4.658 -0.275 0.931 -0.76
N -1.7284 0.2840 -0.3670 -1.303 -1.069 0.310 -0.60
N 3.0234 -0.1942 0.2867 0.764 -2.279 -0.881 -0.42
N -1.0054 -0.7660 0.0111 1.754 1.048 1.339 0.31
S 1.9570 -1.2604 -0.5050 -0.295 0.165 0.292 -0.03
H 1.0220 1.5974 -1.6513 -0.813 -0.513 0.360 0.39
H -1.5580 2.0357 -1.3597 -0.477 0.256 0.339 0.40
H 3.1618 1.4445 1.3023 -1.012 0.234 -0.065 0.39
H 0.4656 1.3992 1.4759 0.809 -0.479 -1.872 0.30
H -1.9037 -2.6254 1.2483 0.403 1.382 -1.374 0.22
H -1.8245 -2.5234 -0.5800 -0.590 -1.216 -0.622 0.31
H -2.9093 -1.4727 0.3139 -2.127 1.044 -0.104 0.34
```
Positions in Å, forces in eV/Å.



Entry 3:
A 7-piece molecular cluster, C7H26FN10O6 overall, computed with the ωB97M-V functional and the def2-TZVPD basis.

Results
Energy: -37593.01956 eV
E_HOMO: -7.17 eV
Total charge: -1
Multiplicity: 1
ΔE to the lowest compared entry with this formula, charge and spin: 0.0 kJ/mol

XYZ file:
```
50
Properties=species:S:1:pos:R:3:forces:R:3:mulliken_charge:R:1
F 0.0096 13.8480 3.2893 0.108 -0.169 -0.018 -0.37
C -0.0415 16.0575 7.5205 -0.678 -0.111 -0.278 -1.30
C -0.1578 15.1948 6.2611 0.568 0.139 0.608 0.17
O 1.1229 15.1565 5.6189 -0.831 -0.373 0.048 -0.54
H 0.6077 16.9236 7.4151 0.135 -0.080 -0.221 0.34
H 0.3161 15.4138 8.3223 0.180 0.245 0.143 0.28
H -1.0310 16.4305 7.8017 0.049 -0.081 0.084 0.35
H -0.9393 15.4687 5.5481 0.051 0.422 0.087 0.19
H -0.4323 14.2023 6.6368 -0.054 -0.113 -0.237 0.21
H 0.9438 14.5700 4.8664 0.349 0.127 -0.437 0.02
C 2.5118 15.2271 1.1898 0.098 1.215 -0.562 0.55
O 3.5962 15.5344 0.7143 -0.030 -0.169 0.089 -0.71
N 2.0019 15.8043 2.3161 -0.480 -0.259 0.426 -0.24
N 1.6355 14.4043 0.5590 -0.187 -0.592 -0.358 -0.23
H 1.1879 15.3937 2.7564 -0.062 0.083 0.049 0.00
H 2.4813 16.5565 2.7705 0.287 -0.166 -0.013 0.17
H 1.8647 14.0597 -0.3539 0.270 -0.091 0.106 0.18
H 0.7610 14.1071 0.9488 0.029 0.133 0.194 0.16
C -1.0380 11.2367 0.5888 -0.704 0.143 0.428 0.32
O -0.9685 10.1635 0.0038 0.227 0.181 -0.170 -0.71
N -2.1682 12.0130 0.5968 0.397 -0.309 -0.231 -0.38
N -0.0092 11.7590 1.3212 -0.109 -0.629 -0.709 -0.02
H -2.2703 12.6922 1.3370 -0.231 -0.179 -0.396 0.32
H -2.9702 11.5958 0.1616 -0.132 0.048 0.201 0.21
H -0.0889 12.5879 1.9077 0.299 -0.225 0.075 -0.25
H 0.7978 11.1616 1.2492 0.315 0.470 0.417 0.15
C 4.1025 12.3793 3.6307 0.180 -0.865 1.463 0.39
O 5.2338 12.0386 3.9647 0.099 0.202 -0.558 -0.72
N 3.1945 11.4594 3.1769 0.328 0.580 -0.548 -0.27
N 3.6142 13.6188 3.8844 -0.029 -0.788 -0.320 -0.10
H 3.5717 10.5417 3.0416 -0.322 -0.165 0.079 0.18
H 2.2116 11.6586 3.2049 -0.084 -0.321 0.025 0.34
H 2.7659 13.8863 3.4157 0.199 0.663 0.200 0.08
H 4.3083 14.2336 4.2641 -0.322 0.521 -0.199 0.19
C 0.1781 10.7398 5.5413 0.121 -1.246 0.151 0.37
O 0.0423 9.6558 6.0924 0.019 0.079 -0.029 -0.71
N -0.0832 10.9543 4.2198 -0.027 0.297 0.138 -0.08
N 0.6735 11.8458 6.1457 -0.099 0.608 -0.371 -0.19
H -0.0257 11.9021 3.8711 -0.095 -0.160 -0.380 -0.01
H -0.2824 10.1765 3.6217 -0.182 0.037 -0.023 0.17
H 0.4966 12.6782 5.6121 0.426 0.453 0.496 0.08
H 0.8196 11.8905 7.1342 -0.142 -0.088 0.062 0.24
C -3.3407 14.4118 2.3869 -0.045 0.808 1.271 0.50
O -4.5203 14.7374 2.3815 0.062 -0.555 -0.632 -0.69
N -2.7872 13.5938 3.3198 -0.399 -0.205 -0.061 -0.24
N -2.3910 14.8860 1.5180 -0.275 0.162 -0.525 -0.32
H -1.7739 13.5158 3.3796 0.070 -0.088 0.294 0.32
H -3.4306 13.1511 3.9494 0.235 0.035 0.238 0.17
H -2.7691 15.3643 0.7200 0.294 0.420 0.140 0.16
H -1.4882 15.1146 1.9037 0.122 -0.044 -0.237 0.25
```
Positions in Å, forces in eV/Å.



Entry 4:
An isolated ion of composition C7H8N2 and charge +2, computed with the ωB97M-V functional and the def2-TZVPD basis.

Results
Energy: -10342.25187 eV
E_HOMO (alpha / beta): -18.57 / -18.56 eV
Total charge: +2
Multiplicity: 1
ΔE to the lowest compared entry with this formula, charge and spin: 442.1 kJ/mol

XYZ file:
```
17
Properties=species:S:1:pos:R:3:forces:R:3:mulliken_charge:R:1
C -1.9553 1.8566 1.5128 2.732 -0.134 -1.596 -0.11
C -0.9546 1.4138 0.9323 -2.386 0.448 1.350 -0.34
C -1.1349 -0.7586 -2.0826 -2.794 -0.249 -0.974 -0.25
C 0.0880 -1.0235 -1.3626 -2.267 1.703 -0.169 0.17
C 0.0706 0.7490 0.4271 1.245 1.118 -0.231 0.68
C 1.4408 0.1660 0.5195 1.549 1.921 -1.336 0.06
C 1.7922 -0.4726 1.7574 0.233 -3.064 -0.640 -1.27
N -1.4302 0.1568 -2.8765 1.661 0.953 -0.450 -0.41
N 0.3433 -0.2433 -0.3811 1.422 -1.592 -0.269 0.21
H -2.5144 2.5680 2.0451 -1.241 0.311 0.796 0.41
H -1.9736 -1.4273 -1.8178 0.567 -0.894 0.285 0.43
H 0.6563 -1.8704 -1.5088 1.513 -1.833 -0.401 0.49
H 2.3748 0.5548 0.0116 -1.624 0.134 -0.209 0.40
H 0.9148 -0.5307 2.2829 -2.010 -0.770 2.001 0.41
H 2.2127 -1.5132 1.6021 -0.143 1.284 0.259 0.35
H 2.4124 0.1791 2.2706 1.662 0.961 1.044 0.42
H -2.3429 0.1954 -3.3323 -0.119 -0.297 0.539 0.33
```
Positions in Å, forces in eV/Å.